Entry from OMol25: a 8-piece molecular cluster, C12H32F8N8O20S8 overall (ωB97M-V with the def2-TZVPD basis set).

```
88
Properties=species:S:1:pos:R:3:lowdin_charge:R:1
C 1.702 -4.222 1.675 0.031
C 1.403 -4.611 0.271 -0.421
O 1.451 -5.681 -0.192 0.219
N 1.008 -3.445 -0.610 0.088
H 0.420 -3.851 -1.324 0.086
H 0.390 -2.671 -0.410 0.068
C 2.279 -2.989 -1.285 0.039
H 1.829 -5.145 2.241 0.101
H 0.928 -3.765 2.292 0.094
H 2.524 -3.507 1.692 0.091
H 2.981 -2.485 -0.622 0.101
H 2.036 -2.159 -1.949 0.079
H 2.632 -3.798 -1.925 0.122
C 5.589 1.961 5.634 0.033
C 5.621 0.393 5.453 -0.334
O 6.048 -0.287 6.342 0.161
N 5.291 -0.131 4.070 0.117
H 5.637 0.426 3.302 0.070
H 5.774 -1.010 3.948 0.175
C 3.767 -0.297 3.875 0.034
H 5.041 2.449 4.828 0.056
H 6.541 2.472 5.491 0.096
H 5.145 2.370 6.542 0.091
H 3.527 -0.899 2.999 0.072
H 3.376 0.720 3.831 0.108
H 3.211 -0.865 4.621 0.104
C -5.054 6.484 0.906 0.018
C -4.276 5.447 0.201 -0.409
O -4.403 5.126 -0.931 0.217
N -3.407 4.615 1.076 0.117
H -2.641 5.198 1.382 0.176
H -3.835 4.292 1.932 0.167
C -2.915 3.240 0.432 0.071
H -5.393 7.349 0.336 0.110
H -4.422 6.928 1.674 0.086
H -5.915 6.159 1.490 0.106
H -2.488 2.644 1.239 0.074
H -2.023 3.455 -0.157 0.102
H -3.744 2.644 0.049 0.113
C -3.456 -2.856 0.795 0.020
C -3.645 -2.247 -0.534 -0.339
O -4.771 -1.908 -0.846 0.146
N -2.442 -1.913 -1.431 0.101
H -1.669 -1.495 -0.932 0.037
H -1.952 -2.717 -1.795 0.060
C -2.943 -0.937 -2.556 0.047
H -2.454 -2.716 1.202 0.061
H -3.508 -3.945 0.797 0.103
H -4.143 -2.375 1.491 0.105
H -3.924 -1.174 -2.967 0.111
H -2.122 -0.897 -3.272 0.084
H -2.948 0.004 -2.006 0.068
N -0.254 -1.119 -0.254 -0.292
S 0.309 0.182 -1.312 0.669
O 1.727 0.511 -1.199 -0.220
O -0.692 1.173 -1.684 -0.231
F 0.406 -0.775 -2.579 -0.184
S 0.122 -0.379 0.918 0.359
O -0.550 0.894 1.157 -0.261
O 1.398 -0.660 1.520 -0.263
F -0.766 -1.210 1.918 -0.194
N -1.191 -4.215 -2.308 -0.323
S -1.027 -4.026 -4.054 0.635
O -2.289 -3.680 -4.727 -0.252
O -0.116 -4.895 -4.709 -0.225
F -0.235 -2.603 -4.019 -0.205
S -1.681 -5.610 -2.386 0.418
O -0.815 -6.718 -2.723 -0.247
O -3.111 -5.702 -2.646 -0.266
F -1.715 -5.747 -0.760 -0.232
N 6.065 1.018 1.669 -0.270
S 5.916 2.454 1.582 0.398
O 4.927 3.228 2.294 -0.266
O 6.536 3.099 0.418 -0.250
F 7.251 2.541 2.590 -0.263
S 4.858 0.832 0.499 0.584
O 5.156 1.006 -0.913 -0.221
O 3.504 0.936 1.002 -0.288
F 4.918 -0.778 0.594 -0.228
N -3.313 3.144 -5.032 -0.244
S -3.184 2.995 -3.548 0.445
O -4.132 2.070 -2.928 -0.326
O -2.623 4.110 -2.774 -0.320
F -1.850 1.994 -3.706 -0.261
S -4.522 4.380 -4.894 0.561
O -4.040 5.723 -4.814 -0.283
O -5.658 4.068 -4.094 -0.274
F -4.986 4.379 -6.460 -0.211
```

Orbital gap in eV: 7.701
Calculated total energy in hartree: -6403.209704
Energy above the lowest of the compared OMol25 structures with the same formula, charge and spin in kJ/mol: 654.2
Total charge: 0
HOMO level in eV: -9.048
LUMO in Eh: -0.0495



Entry from OMol25: C12H32FO4Zn as an isolated structure (ωB97M-V with the def2-TZVPD basis set).

```
50
Properties=species:S:1:pos:R:3:lowdin_charge:R:1
Zn 0.384 0.640 -0.998 0.938
F -0.054 0.797 0.856 -0.436
C -2.168 3.623 -2.715 -0.028
C -0.681 3.456 -2.335 -0.389
C -0.132 4.671 -1.642 -0.040
O -0.694 2.363 -1.346 -0.134
H -2.383 4.477 -3.357 0.093
H -2.749 3.625 -1.792 0.092
H -2.512 2.798 -3.344 0.085
H -0.106 3.041 -3.161 0.142
H -0.503 4.738 -0.618 0.098
H -0.421 5.639 -2.063 0.094
H 0.957 4.741 -1.646 0.088
H -1.412 2.561 -0.728 0.104
C 1.580 -1.195 3.209 -0.070
C 0.893 -0.271 4.226 -0.483
C 1.773 0.905 4.641 -0.053
O -0.298 0.192 3.631 -0.050
H 2.432 -1.772 3.585 0.085
H 1.880 -0.638 2.313 0.053
H 0.903 -2.002 2.914 0.081
H 0.744 -0.966 5.055 0.138
H 1.870 1.589 3.789 0.078
H 2.807 0.703 4.923 0.078
H 1.289 1.519 5.400 0.080
H -0.129 0.349 2.692 0.030
C 3.533 -2.305 -0.589 -0.038
C 2.066 -2.237 -1.038 -0.426
C 1.375 -3.514 -0.594 -0.033
O 1.501 -1.034 -0.444 -0.117
H 3.606 -2.569 0.466 0.092
H 4.038 -1.360 -0.784 0.088
H 3.975 -3.087 -1.208 0.095
H 2.057 -2.153 -2.125 0.142
H 0.338 -3.546 -0.931 0.076
H 1.330 -3.553 0.501 0.089
H 1.950 -4.405 -0.833 0.096
H 1.787 -1.054 0.484 0.075
C -2.981 -0.202 -0.384 -0.046
C -2.115 -1.312 -0.957 -0.416
C -2.950 -2.219 -1.849 -0.032
O -1.046 -0.685 -1.710 -0.102
H -3.862 -0.585 0.132 0.099
H -3.322 0.550 -1.096 0.087
H -2.410 0.308 0.401 0.069
H -1.704 -1.889 -0.128 0.143
H -2.364 -2.613 -2.692 0.085
H -3.876 -1.847 -2.282 0.093
H -3.219 -3.112 -1.281 0.095
H -0.981 -1.160 -2.548 0.110
```

Orbital gap in eV: 7.627
Calculated total energy in hartree: -2656.348860
Energy above the lowest of the compared OMol25 structures with the same formula, charge and spin in kJ/mol: 12.7
Total charge: +1
HOMO level in eV: -11.947
LUMO in Eh: -0.1588



Entry from OMol25: a 5-piece molecular cluster, C12H32N10O9 overall (ωB97M-V with the def2-TZVPD basis set).

```
63
Properties=species:S:1:pos:R:3:lowdin_charge:R:1
H -4.766 -0.916 0.133 0.005
N -5.453 -0.133 0.072 0.057
C -4.812 1.000 -0.427 -0.262
C -5.806 2.324 -0.632 -0.068
C -3.190 1.020 -0.837 -0.121
N -2.298 1.485 0.291 -0.027
C -2.301 0.552 1.478 -0.143
O -1.589 -0.720 1.284 -0.191
O -2.357 -1.657 0.808 -0.080
C -0.910 1.869 -0.166 -0.214
O -0.766 2.705 -1.232 -0.050
O 0.363 1.462 0.483 -0.044
C 1.501 2.251 -0.025 -0.164
O 2.718 1.829 0.741 -0.188
C 3.152 0.484 0.328 -0.235
C 4.786 0.618 0.000 -0.095
H -6.600 2.278 0.256 0.058
H -6.421 2.114 -1.622 0.079
H -5.227 3.340 -0.646 0.091
H -2.913 -0.045 -1.274 0.134
H -3.137 1.759 -1.773 0.140
H -1.779 1.117 2.382 0.166
H -3.393 0.290 1.868 0.151
H -3.042 -1.835 1.537 0.136
H 1.763 2.061 -1.154 0.158
H 1.327 3.378 0.242 0.162
H 3.061 -0.334 1.167 0.122
H 2.569 0.081 -0.607 0.125
H 5.037 0.336 -1.110 0.061
H 5.137 1.705 0.296 0.087
H 5.397 -0.149 0.677 0.076
N -8.993 4.617 3.126 0.150
C -8.350 3.482 2.799 -0.708
N -8.410 2.517 3.734 0.150
O -7.759 3.339 1.741 0.017
H -9.485 4.754 3.993 0.097
H -8.972 5.369 2.450 0.114
H -7.939 1.646 3.528 0.115
H -8.892 2.615 4.612 0.097
N 6.459 -3.270 -1.737 0.156
C 6.954 -2.173 -1.137 -0.705
N 7.901 -2.420 -0.213 0.165
O 6.575 -1.044 -1.407 -0.015
H 6.759 -4.207 -1.528 0.099
H 5.744 -3.128 -2.439 0.111
H 8.300 -1.621 0.263 0.112
H 8.226 -3.342 0.023 0.055
N -4.734 -0.178 -4.034 0.159
C -4.803 1.085 -4.493 -0.715
N -4.260 1.267 -5.710 0.151
O -5.316 1.991 -3.857 0.018
H -4.315 -0.938 -4.543 0.099
H -5.130 -0.358 -3.121 0.100
H -4.292 2.203 -6.093 0.113
H -3.833 0.533 -6.250 0.097
N 10.761 -4.872 1.799 0.156
C 9.506 -5.358 1.805 -0.709
N 9.119 -5.894 2.977 0.156
O 8.778 -5.317 0.826 0.008
H 11.375 -4.898 2.595 0.101
H 11.091 -4.461 0.936 0.115
H 8.182 -6.271 3.024 0.116
H 9.705 -5.937 3.794 0.101
```

Orbital gap in eV: 9.648
Calculated total energy in hartree: -1700.989846
Energy above the lowest of the compared OMol25 structures with the same formula, charge and spin in kJ/mol: 613.9
Total charge: 0
HOMO level in eV: -9.244
LUMO in Eh: 0.0148
SMILES: [H]/N=C(/C)CN(COO)C(=O)OCOCC.NC(N)=O.NC(N)=O.NC(N)=O.NC(N)=O



Entry from OMol25: C12H32N2O5Rb as an isolated structure (ωB97M-V with the def2-TZVPD basis set).

```
52
Properties=species:S:1:pos:R:3:lowdin_charge:R:1
Rb -0.225 -0.427 0.345 1.707
C -1.009 -4.914 -3.376 -0.089
O -0.817 -3.569 -2.910 -0.197
C -0.747 -3.357 -1.464 -0.147
C -2.039 -2.781 -0.731 -0.172
N -2.156 -1.336 -0.630 -0.281
C -2.034 -0.581 -1.893 -0.205
C -2.406 0.856 -1.631 -0.226
O -1.624 1.353 -0.594 -0.413
C -2.150 2.570 0.065 0.004
H -0.823 -4.736 -4.435 0.094
H -1.926 -5.441 -3.113 0.091
H -0.167 -5.560 -3.124 0.083
H 0.094 -2.683 -1.303 0.088
H -0.465 -4.279 -0.955 0.122
H -2.119 -3.117 0.303 0.109
H -2.936 -3.227 -1.161 0.123
H -3.046 -0.950 -0.350 0.117
H -2.650 -1.013 -2.682 0.145
H -1.018 -0.427 -2.256 0.109
H -3.473 0.894 -1.412 0.140
H -2.065 1.402 -2.511 0.147
H -3.177 2.413 0.397 0.098
H -2.137 3.456 -0.569 0.108
H -1.573 2.740 0.975 0.074
C 2.478 -0.099 -1.364 -0.078
O 1.111 0.203 -1.301 -0.495
C 0.832 1.602 -1.212 -0.193
C 1.206 2.253 0.190 -0.128
N 0.427 1.637 1.299 -0.210
C 1.244 0.718 2.017 -0.349
C 1.931 1.353 3.240 -0.121
O 2.672 2.608 2.823 -0.215
C 3.634 3.043 3.768 -0.099
H 2.409 -1.109 -1.766 0.109
H 2.863 -0.121 -0.345 0.077
H 3.005 0.693 -1.896 0.109
H -0.250 1.583 -1.340 0.054
H 1.295 2.094 -2.067 0.136
H 1.002 3.321 0.115 0.133
H 2.277 2.230 0.393 0.116
H 0.074 2.386 1.878 0.116
H 1.922 0.093 1.435 0.091
H 0.804 -0.127 2.546 0.070
H 2.598 0.624 3.701 0.121
H 1.222 1.541 4.047 0.124
H 3.586 4.095 4.052 0.091
H 4.474 2.703 3.162 0.096
H 3.650 2.429 4.668 0.081
O -0.948 -0.998 2.090 -0.386
H -1.871 -1.026 1.837 0.040
H -0.961 -1.015 3.047 0.079
```

Orbital gap in eV: 9.160
Calculated total energy in hartree: -985.624940
Energy above the lowest of the compared OMol25 structures with the same formula, charge and spin in kJ/mol: 961.4
Total charge: +1
HOMO level in eV: -11.849
LUMO in Eh: -0.0988